1.
71
Properties=species:S:1:pos:R:3:forces:R:3 method="wB97M-V/def2-TZVPD" s_squared=0.7697 energy_ev=-47904.309 homo_ev="-7.4 / -7.3" spin_multiplicity=2 homo_lumo_gap_ha="0.24512 / 0.24985" e_above_lowest_kj_mol=77.2 total_charge=0
Tc 0.56908 -0.22625 -0.44116 -3.0141 1.0158 2.5561
C 2.19737 -3.07253 -2.19764 -0.0495 0.1721 0.0727
C 2.74735 -1.68449 -2.33377 -0.0053 -0.2797 -0.0597
C 3.93027 -1.43094 -3.01049 0.0057 -0.0529 -0.0814
C 4.40106 -0.12271 -3.11034 -0.4542 0.0409 0.3742
C 3.68212 0.90461 -2.52823 0.3542 -0.0839 -0.3837
C 2.51861 0.58910 -1.82794 0.2863 -0.0331 -0.0214
N 2.06994 -0.69514 -1.74057 1.7036 -0.4677 -1.2853
N 1.71789 1.39745 -1.11736 -0.3418 0.0353 0.3332
Si 2.26613 2.73584 -0.16186 0.0880 0.3784 0.7516
C 2.64812 4.31272 -1.16012 -0.1765 -0.6906 0.3644
C 0.86440 3.08161 1.08297 0.6039 -0.0967 -0.4730
C 3.84954 2.13471 0.74396 -0.5772 0.3130 -0.3646
H 2.80430 -3.63505 -1.48763 -0.0547 -0.0802 0.0411
H 2.22485 -3.59240 -3.15339 0.0045 -0.0274 -0.0124
H 1.16772 -3.02830 -1.83846 0.0501 -0.0717 -0.0110
H 4.47676 -2.25270 -3.44818 -0.0226 -0.0399 -0.0501
H 5.32945 0.09052 -3.61953 0.0473 -0.0117 -0.0893
H 4.00553 1.93097 -2.59429 0.0138 0.0905 0.0220
H 1.78135 4.63848 -1.72310 -0.2565 0.0377 -0.1019
H 3.46185 4.17842 -1.86344 0.2201 -0.0860 -0.1350
H 2.92727 5.11418 -0.48431 0.0710 0.1719 0.1840
H -0.05678 3.33629 0.56619 -0.1440 0.0523 -0.1652
H 1.11932 3.91142 1.73755 0.0710 0.1353 0.0907
H 0.65176 2.21462 1.70550 0.0472 -0.1467 0.0653
H 4.69473 2.07688 0.06285 0.1297 0.0259 -0.1300
H 3.70834 1.13795 1.15857 -0.1413 -0.1246 0.0519
H 4.13135 2.78982 1.56240 0.0276 0.1913 0.1307
C 2.13310 -1.48529 3.33177 -0.1407 -0.0505 -0.2484
C 0.87013 -2.06605 2.68929 0.1027 -0.0389 -0.2010
C 0.71648 -3.55928 2.96635 -0.0055 0.2288 -0.1205
C -0.33641 -1.27980 3.13760 -0.0605 0.2517 -0.8049
C -0.79490 -1.33658 4.43978 -0.1447 0.0588 0.1443
C -1.86958 -0.57010 4.86047 0.0414 -0.0094 -0.0842
C -2.51063 0.26702 3.95950 0.0150 -0.1557 0.1595
C -2.09202 0.35696 2.64768 0.5008 -0.0756 -0.6030
C -2.83345 1.15783 1.61076 -0.1574 0.0373 0.0237
C -3.46090 2.44247 2.14418 0.1822 -0.1468 -0.1000
C -3.89604 0.24439 0.98969 0.2192 0.1464 -0.1140
C -0.97536 -0.40974 2.20955 -0.8942 -0.2757 2.7179
N -0.51426 -0.28949 0.96763 2.1709 -0.0361 -3.3889
H 3.02467 -1.89855 2.86457 0.1464 -0.0448 0.0002
H 2.16564 -1.71049 4.39562 -0.0045 0.0125 0.1399
H 2.14074 -0.40278 3.20994 0.1187 0.0899 0.0242
H 0.95833 -1.93864 1.59058 -0.0199 -0.0936 0.5291
H 0.60118 -3.75443 4.02961 -0.0074 -0.0616 0.1326
H 1.59288 -4.09819 2.61350 0.0872 -0.1158 -0.0252
H -0.16227 -3.93637 2.44754 -0.0553 -0.1439 0.0044
H -0.30768 -1.98781 5.15050 0.1036 -0.0898 0.0529
H -2.21016 -0.63103 5.88426 -0.0177 0.0071 0.0552
H -3.36012 0.84450 4.29085 -0.0916 0.0992 0.0018
H -2.11381 1.41199 0.82301 -0.1240 0.0512 0.1177
H -4.30643 2.23697 2.79790 -0.0812 -0.0116 0.0818
H -3.82408 3.03859 1.31013 -0.0788 0.0992 -0.0443
H -2.72954 3.02828 2.69677 0.0337 0.1163 0.0595
H -4.62270 -0.06635 1.73908 -0.0506 -0.0279 0.0736
H -3.41711 -0.64262 0.57973 -0.0654 -0.1365 -0.0917
H -4.41896 0.76232 0.19006 -0.1236 0.0274 -0.1543
O -1.36530 0.46028 -2.70151 0.2449 0.6290 0.0930
B -0.92452 -0.56565 -1.86780 0.2236 -0.0478 0.1622
O -1.60270 -1.73872 -2.19474 0.0813 -0.5057 0.3550
C -2.47463 -1.42296 -3.18861 -0.3647 0.7518 -0.6498
C -3.39047 -2.21588 -3.85050 0.2557 0.0232 0.3545
C -4.16842 -1.60342 -4.82541 -0.0629 0.0066 -0.1249
C -4.01499 -0.25875 -5.13776 -0.0886 -0.0877 -0.0981
C -3.08085 0.53617 -4.48778 0.2842 0.0534 0.3585
C -2.32388 -0.06426 -3.50133 -0.5657 -0.9274 -0.3620
H -3.49778 -3.26055 -3.60383 -0.0347 -0.1036 0.0094
H -4.90654 -2.19038 -5.35427 -0.0138 -0.0106 -0.0231
H -4.63285 0.18152 -5.90644 -0.0501 0.0138 -0.0516
H -2.95350 1.57976 -4.72608 0.0058 0.1256 -0.0351

=====

2.
25
Properties=species:S:1:pos:R:3:forces:R:3 method="wB97M-V/def2-TZVPD" energy_ev=-13548.494 homo_ev=-11.7 spin_multiplicity=1 homo_lumo_gap_ha=0.18668 e_above_lowest_kj_mol=660.0 total_charge=+1
C 3.26671 -2.60692 -0.58320 -0.4580 -0.4678 -0.4593
C 2.99741 -2.76338 0.71892 0.1736 0.5618 -0.8342
C 2.38690 -1.87710 -1.47246 0.4749 0.4316 -0.6928
C 1.34431 -1.25269 -0.95710 -1.0500 0.7167 -0.3959
C 1.88024 -2.07532 1.26003 -0.1566 -0.4501 0.7922
C 0.15319 -0.60220 1.11041 -0.3046 -1.6480 -0.6581
C 0.30767 -1.30072 2.48716 -2.1132 3.5063 0.8438
C -1.99252 0.66429 -0.95706 1.3043 -2.0288 -1.1595
C -0.86007 2.51457 0.45654 -2.0797 0.1482 0.4059
C -1.03726 1.70020 -0.77336 2.5822 -0.3450 3.2181
N 1.47236 -2.00527 2.46029 2.7139 -1.9887 0.8666
N 1.05723 -1.33816 0.38636 -1.0339 1.7056 1.7322
H 4.07173 -3.14280 -1.01709 0.7914 -0.2421 -0.2824
H 3.63577 -3.31104 1.35363 0.4695 -0.5820 0.6783
H 2.54584 -1.71603 -2.54972 0.2641 -0.5255 0.6818
H 0.62210 -0.67904 -1.52308 0.1481 -0.0352 -0.0900
H 0.16351 -0.53859 3.41859 0.4340 -1.8765 -2.1546
H -0.48389 -2.08880 2.59424 -0.1324 0.8762 -0.1857
H -2.16099 0.13151 -0.01385 -0.1800 0.5102 0.0349
H -1.70625 -0.12881 -1.74220 -0.5961 1.6209 0.9719
H -2.84716 1.22751 -1.20922 -2.0475 0.4787 -0.5650
H -0.97844 3.59815 0.45801 0.7194 0.4637 -1.2090
H 0.10220 2.29978 0.95919 -0.3281 -0.1024 -0.5968
H -1.71322 2.37978 1.11650 0.1116 -0.9281 0.4500
H -0.12649 1.72441 -1.32550 0.2932 0.2003 -1.3923

=====

3.
10
Properties=species:S:1:pos:R:3:forces:R:3 method="wB97M-V/def2-TZVPD" s_squared=2.0055 energy_ev=-10648.247 homo_ev="-6.5 / -10.8" spin_multiplicity=3 homo_lumo_gap_ha="0.26766 / 0.24561" e_above_lowest_kj_mol=520.9 total_charge=0
C 0.94418 -3.73316 2.88017 -0.6409 0.6528 -1.1327
C 0.36970 -3.74069 1.81970 -1.0359 0.0218 -1.1246
C 0.01117 -0.08215 0.11432 0.2980 4.1809 -11.3018
O 0.08329 -0.58559 1.17412 0.4359 -3.9318 9.3831
F -0.34296 -3.75812 0.68158 1.6642 -0.1605 2.4206
F -1.10754 0.45132 -0.43089 -1.2738 -0.1703 1.0591
H 1.39567 -3.36346 3.77859 0.0181 -0.5142 -0.1605
H 0.02240 1.86583 -2.17101 -2.8050 0.4279 0.5979
H 0.82058 0.20325 -0.58767 0.3670 -0.3571 1.1703
H -0.80014 1.94038 -1.94957 2.9724 -0.1495 -0.9115

=====

4.
17
Properties=species:S:1:pos:R:3:forces:R:3 method="wB97M-V/def2-TZVPD" energy_ev=-13959.818 homo_ev=-4.8 spin_multiplicity=1 homo_lumo_gap_ha=0.30432 e_above_lowest_kj_mol=115.4 total_charge=-1
O -0.93165 0.66361 1.14823 0.6651 0.5048 -0.4118
C -0.30305 0.29984 0.15139 -1.6568 -1.7202 0.7463
N 0.28689 1.01400 -0.81267 -0.6794 1.3339 0.9009
C 0.34626 2.57221 -0.82808 0.9208 -0.0536 -0.4738
O -0.58741 3.17032 -0.33152 -0.5798 -0.3201 0.2374
O 1.38166 2.95944 -1.38480 0.1340 -0.3189 -0.2078
C -0.31063 -1.23123 -0.09040 0.9116 -0.6609 -1.8881
C -1.54770 -1.79226 -0.87427 0.0267 2.5705 2.5002
H 0.91548 0.52465 -1.41392 0.2961 0.0693 -0.2749
H 0.50481 -1.41883 -0.81317 0.2373 -0.2647 0.6055
H -0.16242 -1.78765 0.81939 0.2714 0.0043 0.4575
H -2.38764 -1.74639 -0.19291 -0.3325 -0.6655 0.4163
H -1.44068 -2.76616 -1.29999 0.1729 -0.1917 -0.6636
H -1.77792 -0.89863 -1.42012 -0.2928 -0.2934 -1.8853
H 2.18899 -0.59870 2.14424 -0.6025 0.6209 0.0713
H 1.50879 0.78184 2.61796 -0.1795 -0.5768 -0.4835
O 2.31623 0.25394 2.58063 0.6874 -0.0380 0.3534